# 1
Entry from OMol25: C6H10O3Pb as an isolated structure (wB97M-V/def2-TZVPD).

```
20
Properties=species:S:1:pos:R:3:lowdin_charge:R:1
O -0.79925 -1.19846 0.85754 -0.131
Pb -1.45996 -2.72553 -0.92517 1.200
O -0.67384 -0.53855 -1.25184 -0.136
C -0.64334 -0.35784 -0.03824 -0.769
O -0.15778 0.89214 0.45035 -0.069
C 0.61466 1.76448 -0.47744 -0.061
H 0.41796 2.76925 -0.09418 0.151
H 0.13596 1.61359 -1.44656 0.139
C 2.05979 1.40251 -0.48060 -0.140
C 2.67381 0.93331 -1.56643 0.077
H 2.62899 1.60638 0.43043 0.112
H 3.75017 0.75675 -1.57052 0.082
H 2.12695 0.73954 -2.49190 0.085
C 0.20822 0.78272 1.97338 -0.070
C -0.98067 1.10534 2.83385 -0.035
H 0.68160 -0.16938 2.21151 0.140
H 1.01157 1.52350 2.05548 0.129
H -1.83335 0.45387 2.60769 0.093
H -0.67310 0.92868 3.87264 0.108
H -1.29303 2.15319 2.75478 0.096
```

Properties
HOMO-LUMO gap (spin up / spin down) ... 6.41 / 10.34 eV
E_LUMO (spin up / spin down) ... -3.8436 / -3.8944 eV
Max |F| ... 1.91 eV Å⁻¹
E_HOMO (spin up / spin down) ... -10.26 / -14.23 eV
Charge ... +1
ΔE to the lowest compared entry with this formula, charge and spin ... 0.0 kJ/mol
2S+1 ... 2

***

# 2
Entry from OMol25: one molecule with the formula C6H10O3S (wB97M-V/def2-TZVPD).

```
20
Properties=species:S:1:pos:R:3:lowdin_charge:R:1
C -1.14746 -0.02083 -1.51446 -0.439
C 1.34859 1.00245 0.67593 -0.182
C 1.53346 1.21975 -0.81014 -0.257
C -0.07069 -0.90020 -1.69897 -0.264
C -0.46721 -0.33195 1.27882 -0.045
C -1.89977 -0.63658 1.56233 0.003
O -1.09341 1.15835 -1.13062 -0.121
O 2.20829 -1.36446 -0.21402 -0.587
O -0.11250 0.90729 0.96471 -0.024
S 1.69702 -0.58131 -1.38314 0.910
H -2.10770 -0.56457 -1.88571 0.128
H 1.79719 0.09997 1.08015 0.081
H 1.60007 1.83090 1.38871 0.148
H 0.75650 1.71467 -1.47293 0.111
H 2.41809 1.89808 -0.86439 0.103
H -0.23196 -1.73453 -2.21092 -0.013
H 0.33103 -1.21589 1.19565 0.178
H -1.94461 -0.92841 2.60773 0.103
H -2.16392 -1.66075 1.23517 0.119
H -2.45102 0.10801 1.19610 0.049
```

Properties
HOMO-LUMO gap (spin up / spin down) ... 6.73 / 6.73 eV
E_LUMO (spin up / spin down) ... -0.9263 / -0.9251 eV
Max |F| ... 5.25 eV Å⁻¹
E_HOMO (spin up / spin down) ... -7.65 / -7.65 eV
Charge ... 0
ΔE to the lowest compared entry with this formula, charge and spin ... 444.0 kJ/mol